Entry 1:
Molecular formula: CH21NO11
Method: DFT, wB97M-V/def2-TZVPD

Energy above the lowest of the compared OMol25 structures with the same formula, charge and spin, kcal per mole: 96.0
Max |F|, eV Å⁻¹: 9.43
Lowest unoccupied orbital energy, eV: -1.33

The geometry in ORCA input format:
```
! wB97M-V def2-TZVPD RIJCOSX def2/J DEFGRID3
* xyz 0 1
N -2.259 3.413 -0.761
H -1.793 3.536 0.158
H -3.145 2.889 -0.917
H -1.707 2.419 -1.162
H -2.076 4.220 -1.288
C -0.252 -0.157 -0.320
O 0.574 -1.016 -0.300
O -0.088 1.092 0.271
O -1.267 -0.222 -0.977
H 0.730 1.079 0.794
O -2.236 -2.406 0.741
H -1.725 -1.988 0.132
H -2.194 -3.188 0.425
O -3.955 0.421 -0.779
H -4.008 0.689 0.162
H -3.138 0.018 -1.016
O 1.975 -0.709 2.019
H 1.460 -0.702 1.058
H 1.968 -1.586 2.417
O -1.712 -1.710 -3.144
H -1.370 -1.054 -2.504
H -1.280 -2.549 -3.149
O 2.624 2.041 1.701
H 2.890 1.138 2.015
H 2.759 2.112 0.804
O 3.549 -2.489 0.005
H 3.027 -1.983 0.499
H 4.009 -1.762 -0.456
O 2.524 -1.211 -2.717
H 2.492 -2.178 -2.722
H 1.830 -0.860 -2.206
O 0.333 0.703 4.037
H 0.543 1.636 4.053
H 0.918 0.364 3.126
*
```



Entry 2:
Molecular formula: C21H21N7Ti
Method: DFT, wB97M-V/def2-TZVPD

Max |F|, eV Å⁻¹: 0.26
Lowest unoccupied orbital energy, eV: -14.90

The geometry in ORCA input format:
```
! wB97M-V def2-TZVPD RIJCOSX def2/J DEFGRID3
* xyz 4 1
Ti 0.151 0.314 -0.101
C -1.986 -0.675 -1.976
N -0.846 -1.279 -1.182
C 0.180 -2.018 -2.017
C 1.495 -1.312 -1.935
N 1.729 -0.346 -0.998
C 3.093 0.042 -1.152
C 3.865 0.975 -0.476
C 5.179 1.099 -0.894
C 5.703 0.324 -1.940
C 4.934 -0.609 -2.616
C 3.621 -0.722 -2.191
N 2.573 -1.550 -2.639
C -1.926 0.819 -1.901
N -1.101 1.465 -1.027
C -1.369 2.857 -1.174
C -0.816 3.969 -0.554
C -1.316 5.199 -0.948
C -2.320 5.316 -1.921
C -2.868 4.208 -2.545
C -2.362 2.983 -2.142
N -2.669 1.674 -2.559
H -2.928 -1.026 -1.547
H -1.952 -1.021 -3.009
H -1.265 -1.971 -0.560
H -0.164 -2.105 -3.048
H 0.280 -3.032 -1.623
H 3.485 1.580 0.339
H 5.827 1.810 -0.400
H 6.738 0.458 -2.226
H 5.342 -1.208 -3.419
H 2.656 -2.241 -3.380
H -0.032 3.905 0.192
H -0.920 6.100 -0.497
H -2.675 6.301 -2.193
H -3.641 4.303 -3.296
H -3.375 1.436 -3.250
N 0.099 0.309 5.906
C 0.140 0.309 4.607
C -0.721 1.165 3.826
C -0.657 1.131 2.486
N 0.202 0.271 1.783
C 1.065 -0.533 2.541
C 1.055 -0.541 3.883
H -0.537 0.905 6.426
H 0.701 -0.288 6.464
H -1.414 1.840 4.311
H -1.299 1.772 1.888
H 1.749 -1.160 1.982
H 1.739 -1.190 4.417
*
```



Entry 3:
Molecular formula: C4H12NO3
Method: DFT, wB97M-V/def2-TZVPD

Energy above the lowest of the compared OMol25 structures with the same formula, charge and spin, kcal per mole: 14.0
Max |F|, eV Å⁻¹: 1.93
Lowest unoccupied orbital energy, eV: 3.92

The geometry in ORCA input format:
```
! wB97M-V def2-TZVPD RIJCOSX def2/J DEFGRID3
* xyz -1 1
C -1.037 -0.904 1.269
O -0.703 -0.747 2.656
C 0.126 -0.504 0.372
C 0.237 1.077 0.351
C -0.811 1.715 -0.609
O 0.030 1.503 1.615
N 0.018 -1.020 -0.987
H -1.921 -0.307 1.063
H -1.170 -1.991 1.219
H 1.065 -0.831 0.824
H 1.200 1.293 -0.190
H -0.669 1.468 -1.664
H -1.831 1.484 -0.306
H -0.640 2.788 -0.503
H -0.303 0.168 2.595
H -0.663 -0.555 -1.570
H -0.150 -2.012 -1.112
H 2.138 -1.617 -1.637
H 2.317 -0.095 -1.588
O 2.766 -0.914 -1.801
*
```



Entry 4:
Molecular formula: C18H52N4O8
Method: DFT, wB97M-V/def2-TZVPD

Energy above the lowest of the compared OMol25 structures with the same formula, charge and spin, kcal per mole: 200.0
Max |F|, eV Å⁻¹: 12.28
Lowest unoccupied orbital energy, eV: -0.30

The geometry in ORCA input format:
```
! wB97M-V def2-TZVPD RIJCOSX def2/J DEFGRID3
* xyz 0 1
N -1.054 0.979 2.267
C -0.329 -0.119 2.695
N -0.457 -0.473 3.952
O 0.528 -0.854 1.805
H -0.657 1.310 1.367
H -1.352 1.683 2.909
H -0.014 -1.372 4.260
H -1.199 -0.095 4.586
N -1.523 3.531 -0.609
C -0.768 2.458 -0.778
N 0.118 2.115 0.112
O -0.765 1.751 -1.975
H -2.080 3.798 -1.430
H -1.538 4.066 0.260
H 0.819 1.407 -0.126
H 0.256 2.793 0.899
C -2.414 -0.848 -0.403
C -3.548 -0.737 0.546
C -3.794 -2.031 1.298
O -3.437 0.251 1.258
H -2.358 0.053 -1.010
H -2.739 -1.715 -1.016
H -1.444 -1.071 0.066
H -4.554 -0.528 0.062
H -3.862 -2.919 0.640
H -4.646 -2.027 1.968
H -2.922 -2.184 1.866
H -2.436 0.338 1.420
C -1.441 -4.267 1.298
C -0.813 -3.859 2.643
C -0.820 -4.958 3.752
O 0.405 -3.515 2.495
H -0.864 -5.019 0.769
H -1.506 -3.427 0.673
H -2.411 -4.735 1.391
H -1.270 -2.927 3.005
H -0.366 -4.598 4.642
H -0.334 -5.841 3.515
H -1.820 -5.259 3.863
H 0.454 -2.698 2.058
C 1.707 3.005 4.505
C 2.012 3.338 3.090
C 2.480 2.156 2.280
O 1.053 3.867 2.450
H 2.599 2.551 4.926
H 0.886 2.313 4.676
H 1.551 4.026 4.960
H 2.777 4.041 3.174
H 1.622 1.509 2.106
H 3.159 1.509 2.813
H 2.861 2.427 1.313
H 0.832 4.660 2.950
C 2.887 1.487 -4.465
C 2.194 2.119 -3.269
C 3.142 2.507 -2.106
O 1.633 3.198 -3.502
H 3.807 1.967 -4.527
H 2.271 1.768 -5.276
H 2.883 0.421 -4.357
H 1.420 1.481 -2.932
H 2.690 3.211 -1.384
H 4.029 3.001 -2.529
H 3.444 1.611 -1.530
H 1.443 3.474 -2.618
C -1.408 -1.279 -3.598
C -0.261 -0.816 -4.543
C 0.727 -1.943 -4.881
O -0.654 -0.215 -5.574
H -0.903 -1.862 -2.847
H -2.068 -1.903 -4.134
H -2.165 -0.575 -3.193
H 0.264 -0.073 -3.866
H 0.984 -2.539 -4.090
H 1.512 -1.578 -5.530
H 0.242 -2.611 -5.481
H -1.138 0.499 -5.185
C 1.260 -0.986 -1.165
O 2.010 -0.104 -0.377
H 1.927 -1.423 -1.881
H 0.377 -0.572 -1.504
H 0.917 -1.767 -0.470
H 1.969 -0.338 0.572
*
```



Entry 5:
Molecular formula: C23H20ClN3O3S
Method: DFT, wB97M-V/def2-TZVPD

Energy above the lowest of the compared OMol25 structures with the same formula, charge and spin, kcal per mole: 0.0
Max |F|, eV Å⁻¹: 1.09
Lowest unoccupied orbital energy, eV: -0.01

The geometry in ORCA input format:
```
! wB97M-V def2-TZVPD RIJCOSX def2/J DEFGRID3
* xyz 0 1
C -5.669 -4.816 -1.071
C -5.024 -3.465 -0.810
O -6.056 -2.554 -0.472
C -5.734 -1.278 -0.166
C -6.799 -0.443 0.186
C -6.572 0.873 0.530
C -5.290 1.398 0.514
C -4.225 0.581 0.150
C -2.815 1.039 0.117
O -1.876 0.267 0.235
N -2.647 2.384 -0.074
C -1.466 3.122 -0.128
S -1.661 4.745 -0.362
N -0.336 2.420 0.012
C 1.002 2.804 0.018
C 1.444 4.122 -0.042
C 2.803 4.382 -0.020
C 3.724 3.357 0.060
C 3.285 2.033 0.121
N 4.257 1.032 0.201
C 4.093 -0.318 0.197
O 3.025 -0.892 0.184
C 5.380 -1.087 0.282
C 5.389 -2.186 1.140
C 6.514 -2.973 1.284
C 7.653 -2.684 0.550
C 7.657 -1.617 -0.329
C 6.528 -0.823 -0.460
Cl 6.584 0.469 -1.623
C 1.926 1.761 0.103
C -4.447 -0.756 -0.176
H -4.907 -5.543 -1.335
H -6.384 -4.736 -1.885
H -6.194 -5.155 -0.182
H -4.495 -3.116 -1.707
H -4.304 -3.539 0.016
H -7.794 -0.858 0.192
H -7.402 1.500 0.816
H -5.135 2.422 0.821
H -3.471 2.957 -0.210
H -0.493 1.409 0.121
H 0.743 4.934 -0.105
H 3.145 5.404 -0.068
H 4.783 3.573 0.073
H 5.208 1.378 0.205
H 4.485 -2.404 1.688
H 6.502 -3.814 1.960
H 8.538 -3.295 0.651
H 8.533 -1.396 -0.920
H 1.585 0.740 0.150
H -3.588 -1.356 -0.434
*
```



Entry 6:
Molecular formula: C2H2N2O2
Method: DFT, wB97M-V/def2-TZVPD

Energy above the lowest of the compared OMol25 structures with the same formula, charge and spin, kcal per mole: 71.1
Max |F|, eV Å⁻¹: 2.41
Lowest unoccupied orbital energy, eV: 0.43

The geometry in ORCA input format:
```
! wB97M-V def2-TZVPD RIJCOSX def2/J DEFGRID3
* xyz 0 1
C -0.390 1.312 -0.588
C 1.669 -0.502 0.379
N -1.446 -0.468 0.599
N -1.035 0.346 -0.187
O 0.917 -1.292 0.018
O 2.428 0.252 0.779
H -0.728 1.833 -1.450
H -1.415 -1.482 0.451
*
```



Entry 7:
Molecular formula: C34H27HgN6O2P
Method: DFT, wB97M-V/def2-TZVPD

Expectation value of S²: 0.78
Energy above the lowest of the compared OMol25 structures with the same formula, charge and spin, kcal per mole: 16.7
Max |F|, eV Å⁻¹: 0.93
Lowest unoccupied orbital energy (alpha / beta), eV: 2.23 / 2.23

The geometry in ORCA input format:
```
! wB97M-V def2-TZVPD RIJCOSX def2/J DEFGRID3
* xyz -1 2
Hg 1.199 0.952 -0.366
C 5.635 0.001 -0.090
C 4.134 -0.089 -0.123
N 3.378 0.998 -0.096
N 3.924 2.238 -0.023
C 3.051 3.173 0.323
O 1.832 2.977 0.651
C 3.567 4.568 0.274
C 4.930 4.847 0.156
C 5.371 6.155 0.048
C 4.459 7.205 0.055
C 3.105 6.935 0.192
C 2.662 5.626 0.308
C 3.465 -1.338 -0.122
C 4.157 -2.578 -0.053
C 3.465 -3.751 0.056
C 2.052 -3.723 0.090
C 1.439 -2.491 -0.011
N 2.081 -1.335 -0.126
H 5.920 1.048 -0.150
H 6.078 -0.539 -0.930
H 6.035 -0.421 0.837
H 5.622 4.017 0.146
H 6.430 6.364 -0.047
H 4.804 8.227 -0.046
H 2.391 7.751 0.204
H 1.610 5.392 0.414
H 5.240 -2.581 -0.068
H 3.994 -4.695 0.121
H 1.465 -4.626 0.190
H 0.357 -2.427 -0.003
N -0.153 2.123 -1.549
C -0.883 2.945 -1.128
N -1.644 3.892 -0.800
C -2.646 4.062 0.004
N -3.554 4.290 0.693
O -1.039 -0.245 0.010
P -2.172 -1.203 0.030
C -3.758 -0.355 -0.147
C -4.868 -0.935 -0.756
C -6.048 -0.216 -0.859
C -6.123 1.077 -0.357
C -5.020 1.659 0.255
C -3.839 0.941 0.358
C -2.229 -2.140 1.569
C -1.202 -1.921 2.482
C -1.193 -2.598 3.692
C -2.210 -3.494 3.991
C -3.241 -3.708 3.084
C -3.257 -3.031 1.877
C -2.103 -2.392 -1.338
C -2.044 -1.844 -2.619
C -1.879 -2.669 -3.718
C -1.773 -4.043 -3.544
C -1.822 -4.591 -2.271
C -1.980 -3.766 -1.167
H -4.801 -1.938 -1.160
H -6.908 -0.662 -1.343
H -7.045 1.637 -0.454
H -5.062 2.671 0.637
H -2.965 1.387 0.816
H -0.414 -1.224 2.224
H -0.394 -2.428 4.401
H -2.202 -4.026 4.934
H -4.034 -4.404 3.324
H -4.069 -3.183 1.176
H -2.111 -0.768 -2.736
H -1.820 -2.242 -4.711
H -1.637 -4.688 -4.403
H -1.723 -5.660 -2.136
H -1.988 -4.191 -0.171
*
```



Entry 8:
Molecular formula: C19H17N2O7
Method: DFT, wB97M-V/def2-TZVPD

Max |F|, eV Å⁻¹: 3.27
Lowest unoccupied orbital energy, eV: 0.96

The geometry in ORCA input format:
```
! wB97M-V def2-TZVPD RIJCOSX def2/J DEFGRID3
* xyz -1 1
C 5.171 -1.588 1.943
C 4.412 -0.302 1.755
O 3.091 -0.615 1.247
C 2.176 0.386 1.501
C 0.859 -0.019 1.016
C -0.299 0.658 1.483
C -1.627 -0.077 1.489
C -1.758 -1.470 1.558
C -3.021 -2.054 1.768
C -4.165 -1.256 1.902
C -4.042 0.140 1.779
C -2.790 0.714 1.565
O -0.289 1.851 1.836
O 2.514 1.451 2.000
H 6.219 -1.355 2.161
H 4.752 -2.144 2.792
H 5.128 -2.203 1.034
H 4.324 0.243 2.704
H 4.925 0.342 1.026
H 0.788 -1.034 0.626
H -0.859 -2.091 1.496
H -3.098 -3.139 1.874
H -5.140 -1.705 2.127
H -4.912 0.792 1.887
H -2.687 1.801 1.513
O -4.494 -0.732 -3.580
N -4.121 0.366 -3.110
O -4.923 1.315 -2.954
C -2.757 0.545 -2.753
C -2.353 1.775 -2.199
C -1.098 1.873 -1.648
C -0.157 0.810 -1.764
C 1.164 0.980 -1.196
C 2.247 0.180 -1.524
N 3.522 0.714 -1.472
O 4.558 0.001 -1.575
O 3.570 1.971 -1.324
C -0.571 -0.400 -2.377
C -1.855 -0.526 -2.883
H -3.060 2.599 -2.199
H -0.797 2.787 -1.139
H 1.355 1.945 -0.715
H 2.173 -0.861 -1.843
H 0.120 -1.236 -2.452
H -2.195 -1.433 -3.375
*
```



Entry 9:
Molecular formula: C24H50AlBCl5F4N5O8
Method: DFT, wB97M-V/def2-TZVPD

Energy above the lowest of the compared OMol25 structures with the same formula, charge and spin, kcal per mole: 0.0
Max |F|, eV Å⁻¹: 3.66
Lowest unoccupied orbital energy, eV: -10.18

The geometry in ORCA input format:
```
! wB97M-V def2-TZVPD RIJCOSX def2/J DEFGRID3
* xyz 2 1
C 1.021 -0.566 1.121
C 1.146 0.852 1.811
C 0.608 0.750 3.293
C 0.547 2.043 0.979
C -0.997 1.968 0.687
C -1.894 2.351 1.912
O -1.444 3.080 2.782
O -3.231 1.918 2.016
C -3.353 0.779 2.908
C -3.369 -0.520 2.033
C -4.596 -1.168 1.642
C -4.691 -2.382 0.834
C -3.363 -2.873 0.407
C -2.218 -2.118 0.871
N -2.161 -1.018 1.652
H 0.452 -1.256 1.799
H 0.634 -0.552 0.075
H 2.054 -1.013 1.063
H 2.251 1.060 1.906
H 1.177 0.011 3.917
H 0.604 1.780 3.734
H -0.446 0.366 3.225
H 1.054 2.008 -0.028
H 0.842 3.034 1.417
H -1.214 2.769 -0.083
H -1.326 1.010 0.204
H -2.507 0.769 3.639
H -4.317 0.804 3.477
H -5.555 -0.715 1.999
H -5.646 -2.889 0.569
H -3.292 -3.779 -0.233
H -1.223 -2.509 0.529
N -2.596 2.445 5.410
H -3.281 3.172 5.630
H -3.041 1.523 5.474
H -2.245 2.580 4.442
H -1.817 2.500 6.069
C -1.297 5.965 2.324
C 0.156 6.315 2.065
C 0.753 7.244 3.088
O 1.753 7.927 2.337
C 1.352 7.915 1.036
O 1.847 8.558 0.171
O 0.298 7.064 0.857
H -1.971 6.694 1.869
H -1.530 5.003 1.881
H -1.511 5.896 3.393
H 0.752 5.401 1.968
H 1.201 6.706 3.924
H 0.043 7.980 3.478
C -3.579 -3.902 -3.444
Cl -2.073 -2.970 -3.371
Cl -3.580 -5.193 -2.232
H -4.420 -3.241 -3.251
H -3.675 -4.344 -4.433
B -6.762 -5.701 -0.529
F -6.597 -5.287 -1.881
F -7.801 -6.644 -0.440
F -5.538 -6.281 -0.072
F -7.071 -4.560 0.275
N -4.189 -0.919 6.955
O -3.829 -0.426 5.895
O -3.482 -1.855 7.503
O -5.215 -0.553 7.516
N -6.619 -3.233 7.391
H -6.265 -3.911 6.710
H -6.628 -3.657 8.322
H -6.011 -2.402 7.400
H -7.570 -2.955 7.134
Al -1.224 -6.069 -3.336
C 4.006 -1.209 -1.080
Cl 5.387 -1.694 -2.067
Cl 2.589 -2.217 -1.411
H 4.272 -1.309 -0.031
H 3.761 -0.174 -1.302
Cl -3.292 -3.515 6.248
C 4.423 -0.171 -5.510
C 5.925 -0.198 -5.765
N 6.420 -1.485 -6.224
C 7.873 -1.586 -6.198
C 8.666 -0.665 -7.129
C 5.777 -2.033 -7.410
C 5.809 -1.189 -8.688
H 4.130 -0.954 -4.807
H 4.140 0.790 -5.078
H 3.849 -0.295 -6.429
H 6.415 0.044 -4.817
H 6.180 0.609 -6.464
H 8.164 -2.622 -6.394
H 8.203 -1.395 -5.171
H 8.619 -0.998 -8.165
H 9.719 -0.677 -6.840
H 8.328 0.371 -7.077
H 4.730 -2.237 -7.165
H 6.198 -3.018 -7.624
H 5.584 -0.137 -8.504
H 5.062 -1.563 -9.390
H 6.774 -1.254 -9.189
*
```



Entry 10:
Molecular formula: C4H4LiMnO5
Method: DFT, wB97M-V/def2-TZVPD

Expectation value of S²: 8.76
Energy above the lowest of the compared OMol25 structures with the same formula, charge and spin, kcal per mole: 18.7
Max |F|, eV Å⁻¹: 4.64
Lowest unoccupied orbital energy (alpha / beta), eV: -4.66 / -4.73

The geometry in ORCA input format:
```
! wB97M-V def2-TZVPD RIJCOSX def2/J DEFGRID3
* xyz 1 6
O -1.887 2.370 -1.048
C -1.302 1.497 -0.382
O -1.846 0.344 -0.200
O -0.114 1.781 0.114
C 0.476 1.045 1.233
C 0.962 -0.359 0.940
H -0.286 1.009 2.026
H 1.267 1.735 1.558
H 1.943 -0.544 0.478
H 1.202 -0.765 1.941
O 2.330 -2.556 -2.088
O 0.173 -2.536 -1.351
C 1.195 -2.749 -1.902
Li -3.374 1.041 -1.329
Mn -0.740 -1.314 0.010
*
```